1.
Formula: C35H64N2O7PbSbSi3
Source: OMol25
Level of theory: ωB97M-V/def2-TZVPD

Geometry (Å):
Pb 0.107 0.756 0.586
O 1.305 0.156 -3.526
C 0.606 0.860 -2.566
O 0.886 0.368 -1.338
C 0.955 2.323 -2.772
O 0.009 3.122 -2.096
C -1.203 3.068 -2.825
C -1.654 1.654 -3.141
O -2.725 1.432 -3.635
O -0.819 0.652 -2.836
H 1.230 -0.784 -3.311
H 1.941 2.497 -2.350
H 0.978 2.560 -3.841
H -1.985 3.530 -2.226
H -1.116 3.619 -3.768
C 0.128 -2.287 4.547
Si 0.590 -0.749 3.586
C 2.234 -0.181 4.342
C -0.681 0.571 3.963
C 0.727 -1.086 1.704
Si -0.567 -2.432 1.143
C -0.840 -2.394 -0.714
C -2.243 -2.250 1.968
C 0.013 -4.165 1.570
Si 2.449 -1.746 1.265
C 3.071 -2.929 2.578
C 2.535 -2.544 -0.421
C 3.880 -0.477 1.087
C 5.061 -0.584 1.830
C 6.194 0.116 1.447
C 6.142 0.884 0.292
C 4.930 0.961 -0.381
N 3.818 0.344 0.021
H 0.098 -2.007 5.604
H 0.868 -3.082 4.444
H -0.850 -2.693 4.290
H 2.078 0.739 4.913
H 3.037 -0.008 3.627
H 2.596 -0.933 5.046
H -0.786 0.629 5.050
H -1.660 0.348 3.539
H -0.400 1.569 3.619
H -0.688 -1.432 -1.206
H -1.874 -2.690 -0.914
H -0.192 -3.116 -1.214
H -2.931 -1.660 1.366
H -2.232 -1.816 2.966
H -2.659 -3.257 2.055
H 0.950 -4.476 1.109
H -0.767 -4.831 1.185
H 0.076 -4.334 2.645
H 2.359 -3.724 2.789
H 3.306 -2.432 3.521
H 3.985 -3.404 2.212
H 1.924 -3.439 -0.523
H 3.573 -2.821 -0.623
H 2.225 -1.815 -1.170
H 5.094 -1.229 2.698
H 7.112 0.036 2.016
H 7.016 1.396 -0.089
H 4.845 1.551 -1.290
C -4.085 1.536 -0.714
O -2.647 1.346 -0.667
C -2.150 0.967 0.502
O -2.789 0.827 1.508
H -4.301 1.764 -1.753
H -4.365 2.353 -0.051
H -4.586 0.620 -0.414
C -4.214 -4.474 -2.110
C -4.990 -3.488 -2.979
Sb -4.103 -1.522 -2.886
C -5.219 -0.641 -4.510
C -6.687 -1.052 -4.528
C -2.339 -2.040 -4.023
C -2.552 -3.056 -5.137
H -4.648 -5.476 -2.143
H -4.205 -4.158 -1.064
H -3.173 -4.559 -2.432
H -6.022 -3.403 -2.634
H -5.027 -3.824 -4.016
H -4.724 -0.905 -5.446
H -5.118 0.438 -4.397
H -6.805 -2.119 -4.720
H -7.239 -0.517 -5.304
H -7.179 -0.837 -3.576
H -1.586 -2.390 -3.312
H -1.976 -1.092 -4.417
H -2.828 -4.036 -4.747
H -1.646 -3.187 -5.733
H -3.345 -2.744 -5.820
C 3.246 3.620 0.065
N 3.795 3.233 1.394
C 4.507 4.371 2.031
C 2.745 2.598 2.305
C 1.436 3.309 2.217
C 1.265 4.492 2.935
C 0.127 5.265 2.770
C -0.844 4.854 1.872
C -0.701 3.648 1.198
C 0.424 2.848 1.369
H 4.082 3.870 -0.586
H 2.589 4.476 0.189
H 2.682 2.780 -0.332
H 4.480 2.491 1.216
H 3.789 5.160 2.234
H 5.269 4.735 1.346
H 4.967 4.031 2.956
H 3.173 2.613 3.306
H 2.663 1.570 1.962
H 2.023 4.801 3.646
H 0.000 6.176 3.339
H -1.732 5.453 1.717
H -1.497 3.340 0.532

- Total charge: +1
- Energy relative to the best compared isomer or geometry (same formula, charge and spin): 33.23 kcal/mol
- Multiplicity: 1
- Lowest unoccupied orbital energy: -2.3 eV

Mulliken atomic charge list, values in e, 8 entries:
1 Pb 0.42
2 O -0.68
3 C 0.13
4 O 0.21
5 C -1.29
6 O -0.22
7 C -0.54
8 C 0.58


2.
Formula: C11H17AuCl2NO2PS
Source: OMol25
Level of theory: ωB97M-V/def2-TZVPD

Geometry (Å):
C -0.494 -3.497 -3.375
C -1.076 -2.404 -2.509
H -1.248 -4.072 -3.897
H 0.143 -4.186 -2.823
H 0.152 -3.038 -4.114
O -2.237 -2.116 -2.414
Cl 3.009 -1.695 -1.753
Au 0.683 -1.621 -1.619
P 0.191 1.243 -1.945
C -1.314 2.291 -1.751
C 1.469 2.533 -1.627
H 1.231 0.602 -4.009
H 0.161 2.025 -4.295
H -0.529 0.381 -4.089
C 0.266 1.067 -3.764
H 2.445 2.034 -1.654
H 1.425 3.362 -2.344
H -1.344 3.082 -2.510
H -1.285 2.745 -0.756
H 1.323 2.909 -0.606
H -2.217 1.681 -1.828
C -1.418 -0.574 -0.388
O -2.435 -0.353 0.052
Cl 2.194 0.191 0.154
S 0.375 -2.470 1.695
C 0.151 -1.267 2.826
N -0.969 -1.326 3.640
C -1.126 -0.563 4.760
C -0.175 0.406 5.063
C 0.903 0.594 4.179
C 1.029 -0.197 3.063
H -1.631 -2.085 3.447
H -1.999 -0.771 5.363
H -0.282 1.000 5.962
H 1.651 1.359 4.394
H 1.819 -0.036 2.318

- Total charge: +2
- Multiplicity: 3
- <S²>: 2.035
- Lowest unoccupied orbital energy (alpha / beta): -10.1 / -10.2 eV

Mulliken atomic charge list, values in e, 8 entries:
1 C -1.06
2 C 0.60
3 H 0.36
4 H 0.36
5 H 0.35
6 O -0.27
7 Cl -0.31
8 Au 0.78


| no. | calculated total energy (Eh) |
| --- | --- |
| 1 | -3309.62043 |
| 2 | -2429.41326 |